1.
A single C7H15N3O2 molecule at a distorted geometry, computed with wB97M-V/def2-TZVPD.

Element x y z (Å)
C  -0.520  -1.971  0.927
C  -0.454  -0.481  0.507
N  -1.645  0.332  0.655
C  0.694  0.284  1.311
C  1.015  1.730  0.637
C  2.225  2.282  1.409
O  2.160  2.968  2.403
O  3.433  1.984  0.962
N  1.308  1.653  -0.745
C  0.249  0.999  -1.481
C  0.177  -0.430  -0.997
N  -0.758  -0.951  -2.003
H  -1.085  -2.585  0.121
H  -1.205  -2.019  1.883
H  0.484  -2.219  1.066
H  -2.406  -0.311  0.510
H  -1.814  0.931  1.424
H  1.641  -0.152  1.316
H  0.274  0.296  2.332
H  0.166  2.420  1.050
H  3.370  1.278  0.319
H  1.755  2.463  -1.171
H  0.658  1.022  -2.525
H  -0.712  1.546  -1.186
H  1.049  -0.941  -1.147
H  -0.666  -1.913  -2.277
H  -1.728  -0.907  -1.750

The highest occupied orbital energy comes out at -8.7 eV. The SMILES is C[C@@]1(N)C[C@@H](C(=O)O)NC[C@@H]1N. The calculation puts the gap between HOMO and LUMO at 0.3450 Ha. The energy above the lowest of the compared OMol25 structures with the same formula, charge and spin comes out at 0.7700 eV. The LUMO energy is 0.0254 hartree.

natural (NBO) population analysis, charges in e, atoms 1 to 8: -0.632 0.145 -0.876 -0.406 -0.146 0.770 -0.579 -0.665

---

2.
A single C3H5N3 molecule at a distorted geometry, computed with wB97M-V/def2-TZVPD.

Element x y z (Å)
C  -1.602  -0.347  0.054
N  -0.172  0.015  -0.074
C  0.552  1.172  -0.021
N  1.853  0.926  -0.037
C  1.864  -0.437  -0.093
N  0.684  -1.016  -0.107
H  -1.916  -1.010  -0.765
H  -1.780  -0.892  0.991
H  -2.236  0.540  0.045
H  -0.014  2.074  0.134
H  2.768  -1.024  -0.127

The highest occupied orbital energy comes out at -9.9 eV. The SMILES is Cn1cncn1. The calculation puts the gap between HOMO and LUMO at 0.3952 Ha. The energy above the lowest of the compared OMol25 structures with the same formula, charge and spin comes out at 0.5962 eV. The LUMO energy is 0.0324 hartree.

natural (NBO) population analysis, charges in e, atoms 1 to 8: -0.405 -0.185 0.173 -0.474 0.128 -0.292 0.224 0.219

---

3.
A molecular structure, C8H19NOPS2Tm at a distorted geometry, computed with wB97M-V/def2-TZVPD.

Element x y z (Å)
P  -2.333  0.752  -1.953
C  -2.253  -0.212  -0.322
C  -2.388  0.609  0.943
C  -1.327  0.227  1.972
S  -0.022  1.457  2.178
C  0.654  1.475  0.503
S  -0.021  2.426  -0.717
N  1.807  0.807  0.199
C  2.613  0.239  1.299
C  2.229  -1.201  1.470
O  2.745  -1.967  0.406
C  2.736  -1.275  -0.820
C  1.733  -0.150  -0.935
H  -3.090  1.801  -1.348
H  -3.528  0.124  -2.435
H  -1.464  -0.513  -2.431
H  -0.942  1.388  -1.321
H  -2.062  1.421  -3.180
H  -3.032  -0.983  -0.350
H  -1.252  -0.653  -0.313
H  -3.372  0.486  1.367
H  -2.275  1.650  0.687
H  -1.761  0.123  2.954
H  -0.895  -0.742  1.748
H  2.495  0.810  2.199
H  3.655  0.299  1.022
H  2.581  -1.601  2.406
H  1.144  -1.258  1.483
H  2.512  -1.989  -1.603
H  3.725  -0.893  -1.034
H  1.975  0.370  -1.851
H  0.710  -0.516  -1.039
Tm  -1.295  -2.511  -1.186

The highest occupied orbital energy (alpha / beta) comes out at -13.9 / -15.2 eV. Its net charge is +2. The calculation puts the gap between HOMO and LUMO (alpha / beta) at 0.1721 / 0.2184 Ha. The energy above the lowest of the compared OMol25 structures with the same formula, charge and spin comes out at 0.6184 eV. The multiplicity is 3. The LUMO energy (alpha / beta) is -0.3395 / -0.3385 hartree.

natural (NBO) population analysis, charges in e, atoms 1 to 8: 0.519 -0.681 -0.475 -0.520 0.305 -0.166 0.270 -0.368

---

4.
7 unconnected molecules or ions with the total composition C25H53FO16S5 at a distorted geometry, computed with wB97M-V/def2-TZVPD.

Element x y z (Å)
C  -2.457  -5.122  1.913
C  -2.096  -4.010  0.916
O  -2.931  -4.103  -0.261
S  -2.249  -3.942  -1.682
C  -2.061  -2.190  -1.776
O  -0.960  -4.559  -1.658
O  -3.224  -4.363  -2.626
H  -3.020  -5.907  1.413
H  -3.072  -4.716  2.714
H  -1.538  -5.526  2.331
H  -2.261  -3.030  1.367
H  -1.046  -4.091  0.644
H  -1.021  -1.911  -1.916
H  -2.474  -1.714  -0.891
H  -2.628  -1.814  -2.623
C  2.740  2.590  0.311
C  1.962  3.063  -0.902
O  2.528  4.349  -1.277
S  2.308  4.915  -2.729
C  0.638  5.401  -2.670
O  3.107  6.087  -2.774
O  2.458  3.862  -3.673
H  2.867  1.507  0.276
H  2.266  2.787  1.271
H  3.720  3.056  0.228
H  2.068  2.381  -1.745
H  0.895  3.187  -0.708
H  -0.071  4.584  -2.546
H  0.307  5.956  -3.547
H  0.502  6.079  -1.825
C  1.151  0.777  -8.118
C  -0.096  0.593  -7.292
O  0.233  0.832  -5.914
S  -0.933  1.252  -4.929
C  -2.194  0.045  -5.221
O  -0.390  1.060  -3.633
O  -1.420  2.532  -5.338
H  0.906  0.718  -9.181
H  1.888  0.001  -7.907
H  1.634  1.740  -7.957
H  -0.866  1.298  -7.621
H  -0.488  -0.417  -7.434
H  -2.417  -0.025  -6.278
H  -3.059  0.373  -4.647
H  -1.829  -0.875  -4.773
C  -1.967  4.803  0.029
C  -2.832  4.468  -1.171
O  -3.332  3.129  -0.977
S  -4.022  2.393  -2.191
C  -5.704  2.903  -1.961
O  -3.527  2.954  -3.402
O  -3.931  0.995  -1.935
H  -1.640  5.844  -0.062
H  -1.054  4.210  0.008
H  -2.513  4.760  0.968
H  -3.680  5.152  -1.175
H  -2.212  4.518  -2.060
H  -6.307  2.423  -2.725
H  -5.703  3.976  -2.146
H  -5.981  2.664  -0.940
C  0.496  -4.143  8.127
C  -0.919  -3.749  7.765
O  -1.024  -3.546  6.343
S  -1.714  -2.249  5.811
C  -0.447  -1.049  6.061
O  -1.910  -2.456  4.423
O  -2.809  -1.922  6.659
H  0.760  -5.140  7.781
H  0.622  -4.067  9.208
H  1.225  -3.457  7.688
H  -1.639  -4.505  8.076
H  -1.207  -2.827  8.276
H  -0.921  -0.116  5.739
H  0.371  -1.239  5.374
H  -0.198  -0.945  7.111
F  1.806  -1.772  1.266
C  0.698  -1.004  1.135
C  -0.231  -0.955  2.142
C  -1.464  -0.356  1.885
C  -1.679  0.303  0.694
C  -0.691  0.307  -0.289
C  0.485  -0.392  -0.086
H  -0.033  -1.386  3.112
H  -2.145  -0.302  2.725
H  -2.626  0.795  0.509
H  -0.903  0.726  -1.264
H  1.272  -0.502  -0.823
C  6.105  -2.767  2.151
C  7.038  -1.679  2.691
C  6.965  -0.588  1.593
O  6.069  -1.084  0.607
C  5.165  -1.933  1.312
H  5.626  -3.331  2.953
H  6.643  -3.473  1.519
H  8.051  -2.011  2.907
H  6.624  -1.260  3.610
H  7.907  -0.386  1.085
H  6.609  0.353  2.029
H  4.551  -2.489  0.608
H  4.502  -1.299  1.917

The highest occupied orbital energy comes out at -9.4 eV. The SMILES is CCOS(C)(=O)=O.CCOS(C)(=O)=O.CCOS(C)(=O)=O.CCOS(C)(=O)=O.CCOS(C)(=O)=O.Fc1ccccc1.C1CCOC1. The calculation puts the gap between HOMO and LUMO at 0.3504 Ha. The energy above the lowest of the compared OMol25 structures with the same formula, charge and spin comes out at 0.0000 eV. The LUMO energy is 0.0061 hartree.

Löwdin population analysis, charges in e, atoms 1 to 8: -0.046 -0.241 -0.256 0.567 -0.106 -0.280 -0.267 0.080

---

5.
A molecular structure, C28H21FeN4SSb, computed with wB97M-V/def2-TZVPD.

Element x y z (Å)
Fe  0.674  2.369  -0.409
N  1.445  3.962  0.510
C  1.954  4.797  1.158
N  2.578  5.612  1.876
C  2.453  6.844  2.268
N  2.425  7.932  2.673
S  -1.548  1.828  -0.201
Sb  -2.024  -0.493  -0.189
C  -3.978  -0.228  -1.227
C  -4.881  0.675  -0.675
C  -6.192  0.719  -1.126
C  -6.619  -0.156  -2.117
C  -5.725  -1.068  -2.659
C  -4.411  -1.111  -2.209
C  -0.867  -1.086  -1.915
C  0.161  -2.013  -1.797
C  0.960  -2.319  -2.890
C  0.730  -1.703  -4.111
C  -0.311  -0.792  -4.239
C  -1.106  -0.482  -3.144
C  -0.799  -0.887  1.986
C  -1.346  -0.011  2.908
C  -1.106  -0.189  4.264
C  -0.341  -1.265  4.694
C  0.189  -2.150  3.767
C  -0.045  -1.967  2.407
H  -4.548  1.359  0.099
H  -6.890  1.433  -0.705
H  -7.647  -0.138  -2.458
H  -6.053  -1.752  -3.434
H  -3.715  -1.825  -2.638
H  0.342  -2.499  -0.844
H  1.769  -3.032  -2.789
H  1.365  -1.927  -4.958
H  -0.491  -0.310  -5.193
H  -1.910  0.238  -3.246
H  -1.947  0.828  2.570
H  -1.525  0.502  4.986
H  -0.163  -1.418  5.752
H  0.784  -2.992  4.104
H  0.384  -2.662  1.693
N  1.586  2.013  -2.367
C  2.216  1.231  -1.542
H  1.097  1.547  -3.116
C  2.611  0.681  -0.506
C  3.535  0.028  0.368
C  3.354  -1.317  0.719
C  4.250  -1.966  1.550
C  5.347  -1.289  2.065
C  5.529  0.050  1.743
C  4.635  0.705  0.914
H  2.499  -1.843  0.314
H  4.093  -3.007  1.806
H  6.057  -1.795  2.708
H  6.382  0.587  2.142
H  4.783  1.747  0.661

The highest occupied orbital energy (alpha / beta) comes out at -4.5 / -5.2 eV. Its net charge is -1. The calculation puts the gap between HOMO and LUMO (alpha / beta) at 0.2570 / 0.2477 Ha. The energy above the lowest of the compared OMol25 structures with the same formula, charge and spin comes out at 0.1097 eV. The multiplicity is 6. The LUMO energy (alpha / beta) is 0.0930 / 0.0574 hartree.

natural (NBO) population analysis, charges in e, atoms 1 to 8: 1.431 -0.796 0.652 -0.677 0.453 -0.488 -0.954 1.273